The following is a quantum chemistry calculation of 2 unconnected molecules or ions with the total composition C4H5IN2 in a non-equilibrium geometry, from the Open Molecules 2025 dataset.

```
12
Properties=species:S:1:pos:R:3:forces:R:3
H -2.791 1.516 1.426 -0.45 0.98 0.23
N -2.229 0.717 1.246 0.04 -1.01 -0.38
C -1.376 0.911 0.342 1.88 -0.07 0.59
C -0.499 -0.273 -0.078 -2.17 0.89 0.35
C -1.145 -1.428 -0.129 0.34 -0.49 -0.60
C 0.767 -0.214 -0.674 0.49 0.64 -0.25
N 1.757 -0.218 -1.246 0.74 0.02 -0.21
H -1.127 1.898 -0.056 -0.15 -0.12 -0.32
H -0.583 -2.246 -0.633 -1.13 0.12 0.84
H -2.180 -1.348 0.225 0.44 -0.99 -0.25
I 5.136 0.798 0.336 -0.53 -0.62 -0.72
H 4.271 -0.114 -0.760 0.51 0.64 0.74
```
Positions in Å, forces in eV/Å.

The HOMO-LUMO gap comes out at 9.5018 eV. As for the total charge: 0. The strongest force on any atom comes out at 2.37 eV/Å. For the electronic energy, the calculation gives -15307.7879 eV. Its HOMO energy is -9.66 eV. The calculation puts the LUMO energy at -0.2 eV. As for the SMILES: [H]/N=C/C(=C)C#N.I. The value obtained for the energy above the lowest of the compared OMol25 structures with the same formula, charge and spin is 40.51 kcal/mol.

Here are the natural (NBO) charges for atoms 1 to 2, given in e: H 0.350; N -0.599